[1]
Density functional theory data (ωB97M-V/def2-TZVPD) for a molecular structure, C8H6Cl2GdN2O3Y at a distorted geometry.

```
23
Properties=species:S:1:pos:R:3:forces:R:3:lowdin_spin:R:1
Y -1.048860 2.187050 -1.659194 6.3 1.2 2.1 -0.0049
Gd -0.101209 0.161412 0.204763 2.0 -2.6 3.2 6.8010
Cl -0.764708 2.336544 0.776449 -1.6 3.7 1.6 -0.0031
Cl 1.125523 1.052008 -2.038603 0.0 -0.4 0.1 -0.0085
C 0.606035 -1.852193 -0.628803 2.4 -7.1 -2.7 -0.0119
C -2.985544 3.024000 -1.485717 -11.7 5.1 1.1 0.0002
C -1.510766 2.031268 -3.722715 -2.6 -0.9 -12.4 0.0003
O 0.947199 -2.875545 -1.001729 -1.1 3.5 1.3 0.0038
O -4.029886 3.508192 -1.347418 5.4 -2.5 -0.7 0.0004
O -1.715113 1.950089 -4.861545 1.1 0.4 5.9 0.0003
N -0.904187 -0.026371 3.189596 -4.5 -0.7 0.1 -0.0057
C 0.356157 0.211548 3.247810 4.7 0.6 -0.6 0.0161
C 1.111006 0.385455 4.442438 -2.0 -0.3 0.5 0.0164
C 2.445363 0.618096 4.425415 0.3 0.1 1.6 -0.0024
C 3.130128 0.702930 3.223414 1.8 0.3 -0.8 0.0083
C 2.450764 0.547900 2.070405 0.4 -0.1 -2.0 0.0203
N 1.086186 0.293089 2.051207 -0.2 -0.2 1.0 0.1618
H -1.469871 -0.159964 2.336452 0.4 0.0 1.2 -0.0037
H -1.486158 -0.106790 4.042523 0.5 0.0 -0.6 0.0001
H 0.535758 0.306708 5.384359 0.5 0.1 -0.5 0.0043
H 3.000579 0.738923 5.383051 -0.5 -0.1 -0.7 0.0014
H 4.226207 0.888050 3.206587 -0.9 -0.1 -0.1 0.0021
H 2.958800 0.603097 1.058403 -0.6 -0.1 1.3 0.0035
```
Forces are in eV/Å.

Calculated values
E, Eh: -2366.2447
2S+1: 8
Charge: +4
Relative energy (zero: lowest compared OMol25 entry of this formula, charge and spin), kJ/mol: 720.8



[2]
Density functional theory data (ωB97M-V/def2-TZVPD) for a gas-phase ion, C8H6FN2 (charge +1) at a distorted geometry.

```
17
Properties=species:S:1:pos:R:3:forces:R:3:mulliken_charge:R:1
F -1.051446 -3.086070 0.783688 -0.4 0.2 -0.1 -0.1513
N -1.142388 -1.822575 0.349938 2.9 2.4 -0.4 0.0190
C -2.261314 -1.279222 0.072572 -0.5 -1.1 0.3 -0.0897
C -2.357808 0.074935 -0.383534 0.5 1.0 -0.2 -0.5069
C -1.323462 0.940708 -0.508910 -0.7 -0.4 0.1 -0.4891
C 0.035419 0.604491 -0.199587 0.6 0.1 0.1 0.9302
C 0.478986 -0.619393 0.208060 -1.4 -2.0 0.4 0.7520
N 1.592012 -1.093444 0.503666 -1.0 -0.7 0.1 -0.3837
C 2.643255 -0.281290 0.453576 0.0 0.5 -0.1 -0.4898
C 2.426868 1.044181 0.075097 0.1 0.0 0.0 -0.3230
C 1.153304 1.478547 -0.250094 -0.3 -0.2 0.0 -0.6880
H -3.178287 -1.856911 0.179521 0.2 -0.1 0.0 0.4000
H -3.353807 0.409090 -0.631631 0.0 0.0 0.0 0.3713
H -1.508096 1.949451 -0.849747 -0.1 0.0 0.0 0.4074
H 3.606784 -0.694006 0.711438 0.1 0.1 0.0 0.4273
H 3.259728 1.729605 0.036803 0.0 0.0 0.0 0.3994
H 0.980251 2.501905 -0.550854 0.0 0.1 0.0 0.4149
```
Forces are in eV/Å.

Calculated values
E, Eh: -517.4315
Charge: +1



[3]
Density functional theory data (ωB97M-V/def2-TZVPD) for C8H6FNO2 in the gas phase at a distorted geometry.

```
18
Properties=species:S:1:pos:R:3:forces:R:3:mulliken_charge:R:1
C -2.651720 -0.481620 -0.089653 -0.6 0.6 -1.0 -0.6056
C -2.607549 0.937030 -0.063972 -0.5 -1.1 0.3 -0.2170
C -1.552748 -1.271212 -0.222891 2.2 3.6 1.2 -0.6279
C -1.413945 1.547547 0.055064 1.2 -1.3 0.3 -0.8197
C -0.259345 -0.625494 -0.051635 -2.3 -0.6 0.1 0.6900
C -0.340240 0.707120 0.202618 4.9 -0.5 -0.9 0.0476
C 0.954466 -1.481418 -0.003307 0.3 0.4 0.7 0.3217
C 2.389169 0.477234 0.033713 -1.6 3.3 -0.6 0.3336
N 2.225416 -0.883572 -0.046416 0.4 2.9 -0.2 -0.0996
O 0.910243 -2.653292 0.184936 -0.3 -1.7 -0.3 -0.5682
O 3.125277 1.050324 0.997328 -0.8 -3.8 1.4 -0.4648
F 2.674453 1.238592 -1.102994 -0.6 -1.4 0.2 -0.2754
H -3.510537 -1.085237 -0.233728 -1.4 0.3 0.1 0.3342
H -3.380593 1.666458 -0.118390 -1.4 -0.4 -0.1 0.3597
H -1.752992 -2.246954 -0.411735 0.2 -3.0 -0.4 0.4940
H -1.350870 2.582452 0.024908 0.3 1.8 0.2 0.4786
H 3.094134 -1.390776 -0.019445 -0.3 -0.8 0.2 0.2719
H 3.447383 1.912816 0.865592 0.2 1.7 -1.0 0.3469
```
Forces are in eV/Å.

Calculated values
E, Eh: -613.3982
Relative energy (zero: lowest compared OMol25 entry of this formula, charge and spin), kJ/mol: 412.4



[4]
Density functional theory data (ωB97M-V/def2-TZVPD) for C8H6I2O in the gas phase at a distorted geometry.

```
17
Properties=species:S:1:pos:R:3:forces:R:3:mulliken_charge:R:1
C 0.989988 -1.023296 0.547916 -0.2 0.2 0.2 -0.3786
C -0.225620 0.501252 -0.869021 -0.1 0.0 0.4 -0.3661
C 1.605506 -1.569278 -0.553006 0.0 -0.1 -0.2 -0.6951
C 0.390157 -0.045109 -1.969682 0.1 -0.1 -0.3 -0.6854
C 0.047119 0.020280 0.432895 0.7 -0.3 -0.7 0.9739
C 1.298637 -1.085292 -1.818373 0.1 -0.1 -0.2 0.0129
C -1.778662 1.605908 1.430448 -0.2 1.1 0.2 -0.5631
C -0.550333 0.635244 1.559587 -2.8 -0.2 0.3 0.1260
O -2.834340 0.801864 1.192471 2.0 -0.8 0.2 -0.5645
I 2.206399 -1.946133 -3.510145 -0.2 0.2 0.4 0.1342
I -0.434846 -0.240413 3.439996 0.1 0.2 -0.3 0.1962
H 1.236023 -1.403072 1.527207 0.0 -0.1 0.1 0.1773
H -0.949984 1.285003 -1.016889 -0.1 0.0 0.1 0.2644
H 2.303397 -2.382181 -0.432564 0.1 0.0 0.0 0.3667
H 0.155375 0.329027 -2.955176 0.0 0.0 0.0 0.3560
H -1.868943 2.178621 2.371880 0.2 0.0 -0.1 0.3700
H -1.589873 2.337574 0.622458 0.2 0.0 0.1 0.2753
```
Forces are in eV/Å.

Calculated values
E, Eh: -978.9428
Relative energy (zero: lowest compared OMol25 entry of this formula, charge and spin), kJ/mol: 196.3



[5]
Density functional theory data (ωB97M-V/def2-TZVPD) for a molecular structure, C8H6I2O3Pd at a distorted geometry.

```
20
Properties=species:S:1:pos:R:3:forces:R:3:mulliken_charge:R:1
C -2.791751 1.496913 -0.382292 3.4 0.0 -0.4 -0.5417
C -1.553875 1.002153 -0.498999 -3.8 1.7 0.8 -0.8505
C -0.138988 0.191460 -0.408413 -1.0 1.1 -0.7 2.2253
C 0.279120 0.500204 1.092144 1.5 -2.4 2.2 -0.5939
I -0.110544 2.554020 1.775545 -0.4 -1.5 -1.2 0.4116
C 0.886473 -0.375536 2.037815 -1.1 0.7 -2.3 0.0539
C 1.259202 -1.880549 1.636583 -0.4 -0.2 0.6 -0.9061
I 1.369266 0.278199 4.084445 -0.6 -0.2 -2.2 0.2624
C 0.914594 0.610006 -1.577122 0.6 1.4 -1.2 -0.4406
O 1.291299 -0.638222 -2.254957 -3.8 -0.4 2.0 -0.2646
C 0.062213 -1.399431 -2.115412 -0.9 -2.6 -3.6 0.5180
O -0.471402 -2.163476 -2.939711 3.0 3.9 4.6 -0.3941
O -0.548853 -1.126878 -0.807992 1.5 1.4 -0.6 -0.3543
H -3.949172 1.565873 -0.326428 2.1 -1.0 -0.3 0.6376
H 2.135250 -1.890141 0.898853 -1.2 0.1 1.1 0.3028
H 0.362655 -2.448900 1.171909 1.4 1.2 0.7 0.2742
H 1.544045 -2.458141 2.591711 -0.3 1.0 -1.6 0.4114
H 0.464158 1.261898 -2.416081 0.1 -0.9 1.6 0.3468
H 1.831689 1.226203 -1.258873 -1.3 -1.5 0.0 0.3504
Pd -2.835376 3.694344 -0.302724 1.1 -1.9 0.4 0.5514
```
Forces are in eV/Å.

Calculated values
E, Eh: -1256.4139
Charge: +2



[6]
Density functional theory data (ωB97M-V/def2-TZVPD) for 2 unconnected molecules or ions with the total composition C8H6IN3 at a distorted geometry.

```
18
Properties=species:S:1:pos:R:3:forces:R:3:mulliken_charge:R:1
C -3.755957 1.344731 1.230685 -1.0 -0.8 2.0 -0.0087
C 2.736990 -0.991931 -0.985941 1.1 -0.8 -0.4 -0.4056
C 2.338192 -0.293021 -2.131219 2.2 0.0 -1.3 -0.1581
C 1.893732 -1.052565 0.124445 0.8 -0.1 -0.1 -0.5790
C 1.121501 0.287378 -2.216793 -2.5 1.7 -0.6 -0.3595
C 0.672437 -0.387546 0.104534 2.0 -0.4 -2.9 -0.7260
C 0.249003 0.213486 -1.056324 1.7 0.5 -1.8 0.6927
C -2.645447 1.308187 0.473179 2.9 0.0 -1.6 0.5175
N -4.558532 1.209093 2.069775 0.6 0.5 -1.2 -0.4319
N -0.986952 0.834238 -1.148808 0.6 0.4 -1.4 -0.9075
N -1.664081 1.045871 -0.165504 -3.9 0.3 1.6 0.5076
I -1.850574 -0.396463 4.454863 0.6 0.0 -0.1 -0.1111
H 3.742761 -1.514391 -1.108059 -1.5 0.7 0.9 0.2708
H 3.088738 -0.146253 -2.998067 -1.4 -0.5 1.5 0.2467
H 2.200747 -1.592512 1.016616 0.0 0.1 -0.1 0.3402
H 0.827310 0.887437 -3.192036 0.4 -1.4 2.4 0.2458
H 0.000441 -0.359039 0.848643 -1.9 -0.3 3.1 0.7559
H -3.410310 -0.396700 4.680010 -0.6 0.0 0.0 0.1103
```
Forces are in eV/Å.

Calculated values
E, Eh: -770.2544
Relative energy (zero: lowest compared OMol25 entry of this formula, charge and spin), kJ/mol: 166.4



- The lowest E belongs to which entry?
  C8H6Cl2GdN2O3Y



- What is the E in the first record?
  -2366.2447 Eh



- The lowest E belongs to which entry?
  C8H6Cl2GdN2O3Y